Entry 1:
Computed, not measured: a cluster of 2 separate species, C4H13NO2 in total, with ωB97M-V with the def2-TZVPD basis set.

As for the charge: 0. Its energy is -365.416688 hartree. The spin multiplicity is 1. The energy relative to the best compared isomer or geometry (same formula, charge and spin) comes out at 16.2 kcal/mol. For the LUMO energy, the calculation gives 0.6476 eV.

Geometry as XYZ:
```
20
Properties=species:S:1:pos:R:3:mulliken_charge:R:1
O -0.200 3.641 0.374 -0.6203
O 2.834 -0.344 -0.305 -0.5351
N -1.722 -0.198 -0.669 -0.7059
C -0.753 -0.560 0.384 0.4186
C 1.499 -0.103 -0.814 -0.3678
C -1.378 -1.554 1.340 -1.5470
C 0.589 -1.110 -0.151 -0.6616
H -0.484 0.326 0.956 0.3587
H -2.349 -1.213 1.682 0.3952
H -0.868 3.957 -0.242 0.3152
H -1.459 0.682 -1.092 0.2831
H 0.455 -1.958 -0.828 0.2945
H -0.722 -1.709 2.196 0.3830
H -1.537 -2.548 0.917 0.2953
H 1.230 0.945 -0.720 0.2711
H -1.662 -0.888 -1.407 0.2647
H 3.478 -0.023 -0.941 0.2981
H 0.404 4.389 0.477 0.3095
H 1.547 -0.270 -1.905 0.2417
H 1.101 -1.464 0.748 0.3089
```

=====

Entry 2:
Computed, not measured: a cluster of 3 separate species, C4H13NO2 in total, with ωB97M-V with the def2-TZVPD basis set.

As for the charge: 0. Its energy is -365.367167 hartree. The spin multiplicity is 1. The energy relative to the best compared isomer or geometry (same formula, charge and spin) comes out at 47.3 kcal/mol. For the LUMO energy, the calculation gives 0.3980 eV.

Geometry as XYZ:
```
20
Properties=species:S:1:pos:R:3:mulliken_charge:R:1
O -2.039 -0.968 -0.923 -0.6822
O -3.404 0.812 4.080 -0.6366
N 0.884 2.210 -0.671 -0.5329
C 1.153 -0.290 -0.754 0.5606
C 0.856 -1.362 0.288 -1.4568
C 1.051 -0.685 -2.195 -1.1251
C 1.411 0.929 -0.266 -0.3697
H -2.313 -0.169 -0.457 0.3061
H 1.737 0.924 0.774 0.3250
H 0.298 -2.154 -0.219 0.4182
H 0.313 -1.104 1.200 0.3779
H -1.081 -0.849 -0.951 0.2916
H -2.665 1.423 4.106 0.3158
H -3.060 -0.085 4.023 0.3207
H 1.708 -1.866 0.771 0.3525
H 1.650 0.051 -2.730 0.3732
H 0.654 2.701 0.178 0.2589
H 1.287 -1.722 -2.416 0.3303
H 1.521 2.750 -1.244 0.2169
H 0.038 -0.547 -2.594 0.3554
```

=====

Entry 3:
Computed, not measured: a cluster of 3 separate species, C4H13NO2 in total, with ωB97M-V with the def2-TZVPD basis set.

As for the charge: 0. Its energy is -365.348980 hartree. The spin multiplicity is 1. The energy relative to the best compared isomer or geometry (same formula, charge and spin) comes out at 58.7 kcal/mol. For the LUMO energy, the calculation gives 0.5747 eV.

Geometry as XYZ:
```
20
Properties=species:S:1:pos:R:3:mulliken_charge:R:1
O 3.864 4.217 -2.881 -0.6258
O 2.111 3.240 -0.230 -0.6159
N -0.240 -1.816 0.506 -0.4095
C -1.957 -3.444 0.327 -1.1364
C 0.157 -0.400 0.762 -0.8292
C -1.581 -2.120 0.710 0.9899
C -2.586 -1.233 1.435 -1.4817
H -0.347 -0.119 1.659 0.2997
H -0.227 0.004 -0.153 0.3769
H 2.551 3.314 -1.035 0.3044
H 4.631 4.757 -3.034 0.3069
H -2.844 -3.974 0.507 0.3488
H 3.294 4.395 -3.661 0.3206
H -2.425 -0.193 1.187 0.3489
H 1.305 -0.256 0.899 0.2058
H -2.213 -1.259 2.481 0.3742
H -0.033 -2.125 -0.526 0.3310
H -1.170 -4.225 0.122 0.2300
H -3.537 -1.680 1.494 0.3521
H 1.247 2.918 -0.570 0.3093
```

=====

Entry 4:
Computed, not measured: a cluster of 3 separate species, C4H13NO2 in total, with ωB97M-V with the def2-TZVPD basis set.

As for the charge: 0. Its energy is -365.411493 hartree. The spin multiplicity is 1. The energy relative to the best compared isomer or geometry (same formula, charge and spin) comes out at 19.4 kcal/mol. For the LUMO energy, the calculation gives 0.2774 eV.

Geometry as XYZ:
```
20
Properties=species:S:1:pos:R:3:mulliken_charge:R:1
O 3.316 2.555 0.206 -0.6308
O 5.846 2.213 -1.198 -0.6499
N -1.212 0.158 1.269 -0.4627
C -2.460 -1.460 -0.050 0.7632
C -1.979 -0.247 0.184 -0.2573
C -3.249 -1.739 -1.315 -1.3510
C -2.406 -2.596 0.908 -1.3458
H 2.358 2.553 0.218 0.3072
H -1.577 -3.303 0.782 0.2698
H -0.717 -0.505 1.844 0.1700
H 4.879 2.106 -1.166 0.3371
H -2.085 0.532 -0.558 0.2862
H -4.300 -1.583 -1.079 0.2830
H -3.086 -2.715 -1.747 0.3500
H 5.918 3.173 -1.243 0.3150
H -3.314 -3.191 0.869 0.3337
H -2.982 -1.024 -2.096 0.3781
H -2.289 -2.292 1.937 0.3899
H -0.797 1.066 1.248 0.1950
H 3.689 2.390 1.075 0.3192
```

=====

Entry 5:
Computed, not measured: a cluster of 3 separate species, C4H13NO2 in total, with ωB97M-V with the def2-TZVPD basis set.

As for the charge: 0. Its energy is -365.390833 hartree. The spin multiplicity is 1. The energy relative to the best compared isomer or geometry (same formula, charge and spin) comes out at 32.4 kcal/mol. For the LUMO energy, the calculation gives 0.8319 eV.

Geometry as XYZ:
```
20
Properties=species:S:1:pos:R:3:mulliken_charge:R:1
O -2.179 -0.166 5.467 -0.6414
O -1.050 2.286 -0.565 -0.6238
N 0.566 0.669 -2.369 -0.3451
C 0.711 -0.345 -0.204 -0.1143
C 1.672 0.596 -2.944 -0.3608
C 0.109 -1.369 0.791 -1.2352
C 0.042 -0.426 -1.587 -0.9876
H 0.604 -1.177 1.730 0.3318
H -1.241 3.181 -0.884 0.3065
H 0.433 0.648 0.148 0.3181
H -0.975 1.822 -1.417 0.3358
H -1.867 -1.004 5.837 0.3202
H 2.259 -0.336 -2.991 0.2506
H 2.246 1.487 -3.198 0.2675
H 0.208 -1.425 -2.020 0.4747
H -0.971 -1.282 0.838 0.3380
H -1.658 0.006 4.681 0.3211
H -1.031 -0.348 -1.431 0.3492
H 0.355 -2.329 0.363 0.3276
H 1.766 -0.487 -0.245 0.3671
```

=====

Entry 6:
Computed, not measured: a cluster of 2 separate species, C4H13NO2 in total, with ωB97M-V with the def2-TZVPD basis set.

As for the charge: 0. Its energy is -365.395152 hartree. The spin multiplicity is 1. The energy relative to the best compared isomer or geometry (same formula, charge and spin) comes out at 29.7 kcal/mol. For the LUMO energy, the calculation gives 0.5677 eV.

Geometry as XYZ:
```
20
Properties=species:S:1:pos:R:3:mulliken_charge:R:1
O 2.278 -5.246 0.177 -0.6407
O -2.340 0.816 0.876 -0.5698
N 0.347 0.631 1.662 -0.6997
C -0.037 1.371 0.437 0.3472
C -1.572 0.287 -1.398 -1.2887
C 1.167 1.253 -0.560 -1.1597
C -1.438 1.211 -0.177 0.1712
H -0.908 -0.549 -1.186 0.2706
H -2.625 -0.102 -1.547 0.3499
H 0.834 1.281 -1.613 0.2776
H 1.048 -0.003 1.311 0.2153
H -1.950 2.141 -0.492 0.2327
H -1.275 0.799 -2.343 0.3118
H -1.811 0.199 1.405 0.3731
H 0.785 1.230 2.358 0.2554
H 2.787 -4.692 0.768 0.3182
H 1.499 0.243 -0.351 0.3498
H 1.354 -5.330 0.411 0.3223
H 1.895 2.023 -0.445 0.3199
H -0.039 2.435 0.706 0.2434
```

=====

Entry 7:
Computed, not measured: a cluster of 2 separate species, C4H13NO2 in total, with ωB97M-V with the def2-TZVPD basis set.

As for the charge: 0. Its energy is -365.354869 hartree. The spin multiplicity is 1. The energy relative to the best compared isomer or geometry (same formula, charge and spin) comes out at 55.0 kcal/mol. For the LUMO energy, the calculation gives 0.5186 eV.

Geometry as XYZ:
```
20
Properties=species:S:1:pos:R:3:mulliken_charge:R:1
O -0.711 0.693 1.863 -0.5392
O 2.839 -4.262 1.769 -0.6464
N -2.030 -0.120 -0.447 -0.6375
C -0.460 1.386 0.708 -0.4177
C -0.428 1.276 -1.713 -0.6962
C -0.649 0.485 -0.468 0.1153
C 1.017 1.406 -2.108 -1.0098
H 0.065 -0.333 -0.464 0.2697
H 0.497 1.992 0.731 0.2860
H -0.759 -0.299 1.694 0.3145
H 1.630 0.718 -1.520 0.3498
H 2.055 -4.176 2.330 0.3193
H -1.084 2.283 0.939 0.2580
H -1.305 0.906 -2.438 0.3736
H -0.907 2.255 -1.502 0.2794
H 1.506 2.524 -2.069 0.2252
H -2.166 -0.675 0.412 0.2913
H 2.603 -4.946 1.096 0.3271
H -2.705 0.586 -0.456 0.2448
H 0.875 1.239 -3.195 0.2930
```

=====

Entry 8:
Computed, not measured: a cluster of 3 separate species, C4H13NO2 in total, with ωB97M-V with the def2-TZVPD basis set.

As for the charge: 0. Its energy is -365.403033 hartree. The spin multiplicity is 1. The energy relative to the best compared isomer or geometry (same formula, charge and spin) comes out at 24.8 kcal/mol. For the LUMO energy, the calculation gives 0.6287 eV.

Geometry as XYZ:
```
20
Properties=species:S:1:pos:R:3:mulliken_charge:R:1
O 2.312 -0.086 -1.677 -0.6056
O 2.672 -1.687 0.673 -0.6730
N -0.120 -1.631 0.469 -0.5360
C -1.125 0.579 0.201 1.2463
C -2.080 1.370 -0.675 -1.4059
C -0.981 1.032 1.629 -1.3801
C -0.754 -0.614 -0.273 -0.9155
H 0.064 0.981 1.920 0.3235
H -1.379 2.053 1.639 0.3870
H 3.161 -0.857 0.550 0.3045
H -2.999 1.738 -0.217 0.3543
H 2.585 0.001 -2.593 0.2995
H 3.160 -2.154 -0.024 0.3263
H 0.822 -1.818 0.138 0.3176
H 1.352 -0.166 -1.664 0.3340
H -2.273 0.875 -1.624 0.3408
H -1.568 2.309 -0.942 0.3128
H -1.716 0.566 2.282 0.3371
H -0.162 -1.546 1.473 0.2194
H -0.974 -0.944 -1.284 0.4130
```

=====

The calculation returns the following gap between HOMO and LUMO values, one per record and in order: 0.361, 0.325, 0.296, 0.294, 0.386, 0.378, 0.369, 0.311 Eh.
The calculation returns the following HOMO energy values, one per record and in order: -9.181, -8.447, -7.485, -7.719, -9.674, -9.728, -9.525, -7.828 eV.
The calculation returns the following maximum force values, one per record and in order: 1.7, 1.7, 5.6, 1.2, 2.3, 3.3, 4.1, 2.2 eV Å⁻¹.